C5H7FO | wB97M-V/def2-TZVPD

Properties
**Strongest force on any atom**: 5.30 eV Å⁻¹
**Energy relative to the best compared isomer or geometry (same formula, charge and spin)**: 83.9 kcal per mole
**LUMO**: 0.70 eV
**HOMO**: -0.3303 Eh
**Frontier orbital gap**: 9.69 eV
**Spin multiplicity**: 1

XYZ file:
```
14
Properties=species:S:1:pos:R:3:mulliken_charge:R:1
C 0.7228 0.8365 1.0503 -0.6765
C -0.5221 1.2152 1.0455 0.4795
C -1.4267 0.3135 0.1535 -0.3535
C 0.4068 -1.1039 0.0815 -0.0174
C 0.8411 -0.7833 -1.3067 -0.9176
O -0.9679 -0.9978 0.3575 -0.4041
F -1.0862 2.2000 1.7282 -0.2714
H 1.5991 1.2820 1.6045 0.3274
H -2.4721 0.2623 0.4468 0.3095
H -1.1840 0.5567 -0.9055 0.2250
H 1.0372 -1.7231 0.7113 0.4141
H -0.0380 -0.8902 -2.0500 0.3046
H 1.7065 -1.3931 -1.6432 0.3365
H 1.3835 0.2251 -1.2737 0.2438
```


C5H7FO | wB97M-V/def2-TZVPD

Properties
**Strongest force on any atom**: 4.31 eV Å⁻¹
**Energy relative to the best compared isomer or geometry (same formula, charge and spin)**: 159.8 kcal per mole
**LUMO (spin up / spin down)**: -2.57 / -2.57 eV
**HOMO (spin up / spin down)**: -0.3053 / -0.3053 Eh
**Frontier orbital gap (spin up / spin down)**: 5.74 / 5.74 eV
**Spin multiplicity**: 1

XYZ file:
```
14
Properties=species:S:1:pos:R:3:mulliken_charge:R:1
C 1.4938 -1.8027 -0.7422 -0.4227
C 1.2302 -0.4244 -0.1739 -0.3336
C -0.3313 -0.3150 0.2651 -0.0041
C 0.6557 -1.1601 0.8673 0.5017
C -0.6472 1.0727 0.7628 -1.1576
O 0.9118 -2.3933 0.4713 -0.3196
F 2.5768 2.0834 0.2512 -0.8285
H 0.9321 -2.0701 -1.5953 0.2825
H 2.6492 -1.8429 -0.9414 0.2810
H 1.6875 0.5663 -0.2052 0.5347
H -1.1049 -0.8770 -0.2019 0.4510
H -0.2239 1.3572 1.7257 0.3030
H -1.7192 0.9992 1.1713 0.3822
H -0.4066 1.6900 -0.0994 0.3301
```


Which formula does entry 2 have?
C5H7FO


The lowest strongest force on any atom belongs to which entry?
number 2